C26H57ClO6SSi4 | wB97M-V/def2-TZVPD

The geometry in XYZ format:
```
95
Properties=species:S:1:pos:R:3:forces:R:3
H -3.40764 -4.41859 -2.96832 0.010 -0.001 -0.020
H 2.79116 3.32495 6.81584 -0.079 0.096 0.113
H 0.12782 -0.12287 -2.13962 -0.027 -0.071 0.017
O 1.57899 1.05810 -4.62403 -0.006 -0.020 0.009
C 3.04993 1.52966 2.94777 0.070 -0.244 -0.145
H -3.46601 -2.16554 -1.77325 0.012 0.025 -0.002
C 5.72947 0.84417 2.90770 -0.454 0.119 0.015
C 3.49858 0.49077 2.13269 0.551 0.019 0.146
C 1.43843 0.19375 -7.34678 -0.075 -0.014 0.125
C 1.74241 3.43174 -2.98658 0.031 -0.060 -0.111
C 2.60582 2.90054 -6.59445 -0.045 -0.031 0.106
H 4.59875 0.31103 -6.82418 0.016 -0.004 -0.006
H 1.81181 2.37703 5.67998 -0.177 -0.054 0.065
H -6.33893 2.22931 3.76823 -0.132 0.010 0.035
C -2.98651 -5.32440 -2.52728 -0.005 0.070 0.095
H 2.79284 -0.05941 1.52630 -0.181 0.004 -0.013
H -2.91339 1.80040 4.29648 -0.102 -0.092 0.249
H 3.24605 1.13516 -1.19302 0.017 0.003 0.014
H -2.71482 0.25358 3.46058 0.043 -0.124 -0.056
H -5.96908 -1.65637 0.69039 0.002 0.015 -0.013
C 3.50380 3.31739 4.75384 -0.615 -0.125 0.013
C 3.22141 0.87417 -2.25456 -0.029 -0.017 -0.115
O 1.68562 1.80264 2.92817 0.044 -0.082 0.156
H 1.69594 1.89243 0.87207 -0.214 -0.176 -0.154
H 1.66674 3.45023 1.70064 0.038 0.118 0.124
C -5.27863 2.45476 3.70430 -0.243 0.105 -0.230
H 0.88909 3.87385 -3.50474 -0.006 0.018 0.018
O -1.24194 4.04550 3.08832 0.101 0.032 0.301
H -3.05466 -6.12248 -3.26957 0.004 -0.001 -0.016
H 5.85998 -0.59204 0.35587 0.042 0.017 -0.132
H -6.17901 -2.84376 -0.60047 -0.022 0.016 0.001
H 5.95854 2.38889 4.36681 0.093 0.075 0.042
Cl -4.85602 1.41506 1.25683 0.026 -0.235 -0.246
C 4.84395 0.12759 2.09667 -0.212 0.364 0.280
H -3.74306 -7.76045 0.55503 0.000 -0.011 -0.003
H 4.48858 -1.57971 0.85255 -0.083 -0.084 -0.089
C -3.32930 -2.64400 2.18840 0.040 -0.188 0.024
C -5.71369 -6.00366 -1.35934 0.042 0.082 0.073
H -3.51030 -1.58432 2.37735 -0.003 0.037 0.004
H 6.00165 -1.64750 1.74778 0.084 -0.081 0.085
C 4.08806 0.34643 -5.85966 -0.076 0.016 0.096
C 3.91135 2.24118 3.77523 0.524 -0.016 -0.225
C -4.55278 1.31877 3.00461 0.199 0.318 0.470
H -3.84025 -3.22441 2.95952 0.003 0.018 0.007
C -3.06484 -2.01596 -0.76823 -0.035 -0.065 -0.038
H 1.30884 -0.85406 -7.06917 -0.001 -0.003 -0.010
H -2.16136 -7.36672 -0.12408 0.002 -0.010 -0.002
H 4.12740 1.27217 -2.71660 0.017 -0.006 0.021
O -2.24423 1.92837 2.35133 -0.170 -0.190 0.247
H -5.86372 -6.82471 -2.06362 -0.013 -0.004 -0.008
H 4.71389 0.91597 -5.16930 0.020 -0.009 -0.007
H -6.28929 -6.22086 -0.45714 -0.014 -0.012 -0.010
H -6.12316 -5.09666 -1.80885 -0.020 -0.008 -0.007
H -2.25736 -2.83149 2.27876 -0.002 0.026 0.010
H 1.71984 3.77138 -1.94854 -0.004 0.010 0.008
C 0.18733 0.96553 -2.12601 -0.003 -0.019 -0.111
H 0.23620 1.29029 -1.08356 -0.040 0.002 0.007
C 2.82422 2.65441 5.96241 0.207 -0.010 -0.253
H 6.78076 0.59624 2.89326 0.115 -0.017 0.058
H 3.34900 1.74446 6.23970 0.090 -0.062 0.183
H 4.01028 -0.67415 -5.47893 0.017 -0.007 -0.012
Si 2.39779 1.12433 -6.04910 0.160 0.022 -0.275
H 4.41193 3.81961 5.07845 0.226 -0.097 0.089
H -1.92957 -5.13847 -2.32456 0.003 -0.009 -0.019
C 2.58458 4.40300 4.19930 0.093 0.107 0.062
H -3.17008 -0.95805 -0.51608 -0.004 0.010 -0.004
H -2.00154 -2.25389 -0.79286 0.091 0.006 -0.015
H 2.65341 3.82016 -3.44712 -0.003 0.025 0.012
H -0.73702 1.35761 -2.55383 -0.012 0.001 0.015
C -5.78550 -2.69558 0.40732 0.027 -0.121 0.002
Si -3.95624 -3.06908 0.48536 -0.108 0.317 0.015
C -3.22699 -7.43644 -0.35074 0.024 0.101 0.106
H 2.45622 5.17301 4.95717 -0.017 0.123 0.072
Si 1.67874 1.56501 -3.06248 0.016 0.122 0.338
H 3.24079 3.45863 -5.90318 0.003 0.018 -0.013
H 3.06873 2.94132 -7.58268 0.005 0.012 -0.009
C 5.26295 1.86420 3.72797 -0.217 -0.272 -0.267
O -0.10898 2.43860 1.62512 0.058 -0.647 0.065
H -6.34951 -3.34003 1.08563 -0.013 0.015 -0.001
Si -3.89579 -5.80983 -0.96726 -0.043 -0.217 -0.237
H 1.97095 0.22923 -8.29930 -0.005 -0.007 -0.021
H -3.36210 -8.20648 -1.11290 0.004 -0.023 -0.001
H -4.88901 2.61030 4.70616 -0.008 -0.064 0.154
H -4.98192 0.37624 3.32849 0.010 -0.162 0.018
H 3.25287 -0.21471 -2.33676 0.009 -0.003 0.021
C 5.32268 -0.98771 1.21540 -0.016 0.083 0.013
O -3.68227 -4.66601 0.19464 0.014 -0.001 0.057
H 1.59468 4.02073 3.97367 -0.082 -0.045 -0.063
H -5.18313 3.38227 3.14804 0.182 0.126 -0.026
H 1.64141 3.40961 -6.65010 0.005 0.013 -0.017
C -3.05756 1.27935 3.35263 0.193 0.082 -0.499
C 1.29356 2.42284 1.73309 0.213 0.591 -0.193
H 2.99493 4.88374 3.31398 0.056 0.006 -0.126
S -0.94118 2.63546 3.01586 -0.239 0.432 -0.421
H 0.44762 0.62732 -7.49479 0.000 -0.002 -0.011
```
Positions in Å, forces in eV/Å.

Values from the calculation:
F_max: 0.658 eV Å⁻¹
DFT total energy: -95048.493 eV
Kohn-Sham gap: 9.52 eV
Highest occupied orbital energy: -9.0 eV
Total charge: 0

***

C26H57N7O12 | wB97M-V/def2-TZVPD

The geometry in XYZ format:
```
102
Properties=species:S:1:pos:R:3:forces:R:3
H 4.85100 2.19091 -0.79165 0.002 0.160 -0.109
C -0.35435 -3.42485 -2.68864 -0.523 -0.551 0.475
C 0.64398 -2.34836 -4.38921 -0.846 -1.469 2.349
N -1.97285 0.82275 -4.92454 -0.228 -0.233 -0.302
H -3.55250 0.23476 0.06543 0.131 0.654 -0.005
H -0.62187 -1.73737 0.77902 0.186 0.013 0.066
H 2.55904 -2.60936 1.34018 -0.146 0.066 0.095
C -0.59398 -0.68954 0.33558 -0.007 0.383 -2.096
H 0.31413 5.79872 4.49288 -0.241 -0.050 -0.179
C 1.13825 -3.33918 -2.38147 -1.385 0.439 -0.507
H 1.08132 -2.65806 3.04852 0.170 0.016 0.022
H -7.24765 1.12903 -0.09619 0.280 -0.206 -0.163
H 1.91279 -5.43653 3.61117 -0.163 0.028 0.075
H 3.82309 -1.28378 2.77102 -0.283 0.070 0.530
H 3.42236 4.22375 -3.90481 -0.059 -0.179 0.442
O 1.62388 -2.93414 -3.68586 0.911 -0.462 1.006
H -4.81885 -2.83116 2.06457 -0.009 -0.287 -0.089
C -3.16093 -0.31024 -3.10625 -0.305 -1.015 -0.487
H -0.25451 -0.84732 -0.74406 0.236 -0.321 0.188
H 2.78441 2.27583 4.21089 -0.053 0.371 -0.179
H 2.51231 0.46390 -1.65093 -0.204 0.030 -0.096
C 0.61439 -0.00439 1.00930 1.461 0.118 2.210
H -1.00963 -3.21734 -1.83991 0.204 0.598 -0.131
H 1.31120 -2.57529 -1.62144 0.344 0.087 -0.173
H 4.18659 3.17566 0.53923 -0.139 0.152 -0.209
H 2.97993 3.18473 -5.25236 -0.059 0.219 0.085
C 1.88937 2.68636 -3.46959 0.899 -0.878 0.919
H -1.58494 2.83538 -5.35580 0.199 0.237 0.307
C 4.45144 -0.39752 2.81815 0.496 -0.535 -0.041
H -3.48241 -3.13818 0.93365 -0.093 -0.402 0.019
H 1.49098 2.64477 2.12578 0.143 0.288 0.352
H -2.29586 0.16979 4.85124 -0.143 0.057 0.008
H 1.84852 4.42777 -4.66935 0.020 0.035 -0.004
H -4.20718 0.00312 -3.06977 0.073 0.095 0.231
C -2.94494 -1.55123 3.76360 -0.029 0.640 -0.096
H -1.01519 -0.97554 4.51494 -0.039 -0.172 -0.027
O -1.78174 -0.06065 0.26520 -0.859 -0.731 1.310
C -1.11610 1.85766 -5.43161 -0.148 -0.374 -0.908
H -1.58835 0.04505 3.20393 -0.073 0.003 0.157
H 0.90756 0.44727 -2.30297 -0.050 0.129 -0.273
H -3.11533 -1.18346 -3.77617 0.024 0.273 -0.065
H 3.88775 3.00191 3.15139 -0.159 0.754 -0.234
C -5.09210 1.62794 -0.39970 1.028 -0.286 -0.135
H 3.24917 -3.72529 0.13746 0.238 -0.065 0.197
H 5.45828 -0.75935 2.61000 0.155 0.232 0.045
H 3.05086 0.62611 1.55751 -0.039 -0.279 0.265
C 0.87926 4.42006 2.93218 0.900 -0.020 0.538
N -2.99719 -1.91775 2.46880 0.799 -0.216 -0.136
N 4.04268 0.48263 1.79068 -1.278 0.738 -1.332
C 2.94006 3.23569 3.65628 -0.334 -2.432 0.467
O -3.69736 -1.98104 4.62951 -0.270 -0.742 0.209
C 2.58885 3.69292 -4.35784 -0.206 -0.323 -1.078
O -0.14122 4.48068 2.30143 -1.051 -0.021 -0.599
H -2.37025 0.15989 -5.55257 -0.038 -0.326 -0.106
C 1.17590 5.59365 3.86413 0.331 -0.063 0.187
H -6.25330 -0.74825 -0.65008 0.076 0.069 0.097
H -0.15239 1.81215 -4.93692 0.089 0.339 0.148
H 1.54001 -3.74714 0.44642 -0.035 0.385 0.173
H -4.83442 -1.66476 -0.19545 0.092 0.303 -0.066
H -3.56764 -3.97735 2.54323 0.259 -0.042 0.028
N 2.37272 1.39366 -3.52297 -0.104 0.486 -0.683
H -2.83680 -0.67206 -2.12910 0.043 0.524 0.189
H 1.31135 6.42539 3.17218 0.110 0.199 0.263
H 1.49268 -4.31683 -2.07914 0.559 0.034 -0.185
O -1.90893 1.67954 -2.90753 1.367 3.252 2.734
O -4.40830 2.62458 -0.54738 -0.229 0.040 0.142
H 0.40503 -3.80163 4.22747 0.161 0.129 0.107
C 4.20837 2.18631 0.08438 -0.073 -0.524 0.199
C -6.57452 1.71708 -0.73247 -0.506 -0.071 0.721
H -0.09034 -3.87459 2.56850 0.032 0.171 -0.074
H 1.53579 -0.63554 0.73399 -0.408 -0.334 -0.537
C 2.51601 -3.61357 0.93155 -0.355 -0.314 -0.677
H 3.19502 1.85458 -0.15984 -0.055 0.292 0.083
H 4.45570 0.11230 3.78054 -0.134 -0.318 0.325
H -2.43558 -1.38014 1.78480 -0.270 0.089 0.029
H -0.97051 1.65374 -6.49974 0.119 0.046 0.130
H 3.03335 1.15253 -4.23511 0.114 -0.007 -0.068
H 2.19393 -0.62670 -2.97349 -0.129 0.192 -0.301
O -0.54829 -2.49402 -3.76475 0.133 -0.342 0.419
C -3.75048 -3.06114 1.98594 -0.332 1.157 0.063
H 2.03065 5.49272 4.53460 0.028 0.166 -0.261
O 0.90645 1.30866 0.92085 0.397 -0.088 -0.255
N -4.57471 0.41558 -0.04341 -0.805 -0.435 -0.106
H -6.87112 2.74712 -0.55327 0.139 0.148 -0.406
N 1.79901 3.42949 2.78295 -0.076 0.054 -0.250
C -2.30194 0.83005 -3.59366 -1.128 -2.831 -1.877
O 1.03793 2.97928 -2.67505 -0.476 0.629 0.065
H 0.58482 -0.30887 2.12317 -0.473 -0.010 -0.151
C 1.95559 0.36904 -2.59522 0.293 -0.166 1.006
N 1.79920 -4.65945 2.98096 0.828 -0.633 0.315
C -5.41389 -0.76654 0.05090 0.204 -0.334 0.136
O 3.38968 -5.67958 1.75339 -0.001 -0.088 0.231
H -5.80507 -0.95900 1.06680 -0.001 0.265 -0.221
C 0.77807 -3.69037 3.21122 -1.209 0.214 0.001
C -1.90833 -0.50699 4.09649 0.297 0.259 -0.492
O 6.07051 1.37222 1.33907 0.179 -0.254 -0.006
C 2.62832 -4.73338 1.92217 0.395 0.177 -0.478
C 4.86376 1.28913 1.10743 0.604 0.505 0.175
O 0.80120 -1.85535 -5.42521 0.375 1.593 -2.876
H 3.05806 3.94046 4.46933 0.070 0.461 -0.422
H -6.72663 1.42857 -1.77350 -0.084 0.101 -0.014
H -0.63208 -4.44266 -3.00601 0.149 0.261 -0.373
```
Positions in Å, forces in eV/Å.

Values from the calculation:
F_max: 4.463 eV Å⁻¹
DFT total energy: -62888.125 eV
Kohn-Sham gap: 4.91 eV
Highest occupied orbital energy: -0.9 eV
Energy above the lowest of the compared OMol25 structures with the same formula, charge and spin: 0.000 eV
Total charge: -2

***

C26H58AsInN2O6SSi | wB97M-V/def2-TZVPD

The geometry in XYZ format:
```
96
Properties=species:S:1:pos:R:3:forces:R:3
C -3.00122 -1.68706 -4.56638 0.080 -0.077 -0.086
H 3.66381 -1.44538 -5.64620 -0.068 -0.036 0.058
C -2.25156 0.16468 2.60335 -0.088 -0.091 0.129
C 2.37216 -0.49818 -4.20564 -0.022 0.008 -0.007
C 3.05184 1.31384 4.64497 -0.067 0.046 0.031
H 0.62003 -2.98459 2.98634 -0.082 0.005 -0.030
H 3.01884 1.25351 -3.11589 0.033 -0.052 -0.037
H -0.15931 5.70590 3.14157 -0.015 -0.007 -0.015
As 2.01158 -0.11330 2.35025 0.124 0.185 -0.339
C -3.11000 -0.61897 -2.30281 0.057 -0.017 0.065
H 2.17711 -2.34856 -5.30366 0.053 0.030 0.039
H 1.84570 -1.34641 4.45240 0.028 0.003 0.100
C -2.63852 0.77839 -4.33108 -0.045 0.129 -0.017
C -2.08769 -0.95593 4.75120 -0.099 0.084 -0.043
O -0.05979 2.45531 1.59973 -0.327 0.184 -0.183
H 0.71735 -0.35346 -5.59493 0.044 0.028 0.009
H 2.96993 2.18022 5.30223 0.021 -0.040 0.017
C 1.85731 1.28354 3.69381 0.101 0.034 0.040
In 0.11621 0.45171 0.53381 -0.068 -0.207 0.207
H -1.49097 6.52361 1.20995 0.028 0.012 -0.002
H -1.06227 -1.10031 4.43371 0.024 0.014 -0.044
C -2.45843 -0.58153 -3.68043 -0.003 0.110 0.125
H -1.87633 2.98095 -0.63901 -0.032 0.032 -0.124
O -2.28026 1.38642 0.53081 0.012 0.097 0.073
H -4.87273 0.06761 3.27410 0.029 -0.024 -0.015
H 4.76912 0.22168 -0.35766 -0.013 -0.009 -0.028
H -2.14346 5.39053 0.04046 0.039 -0.026 0.013
H -0.18715 -4.69678 -1.98839 -0.019 0.040 0.004
H -4.22605 1.29712 4.38692 0.037 0.027 0.012
O -1.03464 -0.81459 -3.55728 -0.028 -0.228 -0.198
H -2.70471 -2.66438 -4.18182 -0.057 0.026 0.000
C -3.08603 0.94571 1.60550 0.114 0.051 -0.101
C -2.11812 2.79481 0.40536 0.013 -0.197 0.079
H 0.92286 1.10980 4.22749 -0.063 0.013 0.013
C 3.72313 0.29528 1.52074 -0.043 -0.097 -0.133
H 0.82440 4.28900 2.73309 0.002 -0.053 0.003
H -2.81044 5.46178 1.69092 -0.006 -0.032 0.047
O -0.05555 -1.43403 -1.06199 -0.135 0.023 0.466
H -4.09028 -1.64241 -4.60581 0.026 0.015 -0.023
H 4.04862 -0.17972 -2.89145 -0.003 0.032 -0.057
H 0.86354 5.72394 1.69256 -0.010 0.003 -0.025
C 1.69841 -3.02764 3.11644 0.027 0.086 0.151
H -4.18758 -0.47695 -2.39948 0.025 -0.001 0.001
H 3.99907 1.39839 4.11296 0.000 0.022 -0.013
H 3.02785 0.36433 -0.55097 -0.003 -0.004 0.000
H -3.59874 1.77551 2.09081 -0.007 0.052 0.023
H 1.78678 -4.19042 -0.49649 -0.016 0.053 0.044
H -3.04340 3.31251 0.64412 -0.079 -0.009 0.075
H -0.58811 -4.27499 0.61359 -0.017 0.069 -0.032
H 4.12438 0.74004 -4.40557 -0.030 -0.011 0.052
C 3.81205 -0.10421 0.04969 0.055 0.039 0.109
H -3.84295 0.27051 1.20192 -0.088 -0.024 -0.032
H 3.35390 -1.72258 3.62629 0.069 -0.012 0.079
C -1.90202 5.52585 1.09316 0.128 -0.057 0.009
H -3.70079 0.98225 -4.48756 0.075 0.004 0.000
C 0.23494 5.10027 2.32692 -0.119 0.046 -0.061
H -1.39622 -3.45014 -2.33452 0.038 -0.020 -0.002
H 2.12669 0.63974 -6.01004 -0.054 -0.015 0.047
H 0.24113 -3.31945 -3.01056 -0.043 -0.068 0.094
N -0.88518 4.56103 1.54630 0.015 0.115 0.032
C 3.45862 0.38580 -3.61627 -0.001 0.025 0.068
H -2.61271 -1.58516 -5.58112 -0.010 -0.040 0.051
N -2.81154 -0.15744 3.75291 0.047 -0.070 0.057
H -2.93212 -1.58360 -1.81860 -0.026 0.031 -0.031
H 1.89553 -2.59697 0.27152 0.080 0.075 0.162
H -2.21944 1.56762 -3.69902 -0.046 -0.062 -0.055
H -2.56950 -1.92590 4.86747 -0.029 0.005 -0.018
H 1.74833 2.21919 3.14926 0.030 -0.016 0.012
S 0.07463 1.39829 -1.65348 0.293 -0.032 -0.044
H 1.90617 -3.74042 3.91491 -0.002 0.003 0.005
Si 0.13038 -0.58517 -2.49038 0.104 0.538 -0.001
C 2.96354 -1.73449 -4.85851 0.013 -0.048 -0.044
O 1.56893 -0.98277 -3.08414 -0.073 -0.047 -0.007
C -4.18198 0.24815 4.09543 0.062 -0.043 -0.015
O -1.08432 -0.18655 2.30450 -0.085 -0.179 -0.228
H -2.10453 -0.43496 5.70713 -0.013 0.017 -0.003
C 0.11099 -2.88338 -0.88576 0.036 -0.138 -0.089
H -2.13706 0.80383 -5.30068 -0.028 -0.003 0.069
C 1.58632 -3.12500 -0.62596 0.019 -0.100 -0.151
H 2.17677 -2.75508 -1.46639 -0.043 -0.056 0.049
H 3.83818 1.37291 1.63784 0.056 0.057 -0.007
C -0.76573 -3.24424 0.29870 -0.052 -0.032 0.012
H -4.50892 -0.35187 4.93783 -0.008 -0.036 0.031
H -2.70770 0.17600 -1.66780 -0.038 -0.055 -0.039
H 3.74466 -1.18249 -0.08801 -0.010 -0.021 0.006
H 3.50193 -2.33239 -4.11970 -0.012 0.037 -0.051
H 3.09649 0.42723 5.27648 0.013 0.009 -0.001
H 4.49475 -0.18841 2.11607 0.101 0.006 0.023
H -1.82235 -3.13828 0.03869 0.065 -0.011 0.009
H -0.55327 -2.58358 1.14144 0.034 -0.022 0.063
H 1.04596 1.14974 -4.70533 0.070 -0.069 -0.044
C 1.50752 0.27854 -5.18630 -0.084 0.036 0.022
C -0.33824 -3.62595 -2.13404 -0.021 0.096 -0.137
C -0.94398 3.27917 1.24497 0.161 -0.009 0.054
H 2.14235 -3.42112 2.21177 0.065 -0.064 -0.176
C 2.27313 -1.67504 3.50669 -0.215 -0.087 -0.144
```
Positions in Å, forces in eV/Å.

Values from the calculation:
F_max: 0.548 eV Å⁻¹
DFT total energy: -127887.950 eV
Kohn-Sham gap: 8.94 eV
Highest occupied orbital energy: -14.0 eV
Energy above the lowest of the compared OMol25 structures with the same formula, charge and spin: 0.000 eV
Total charge: +2

***

Q: What is the Kohn-Sham gap in the third record?
A: 8.94 eV

***

Q: Among the records above, which one has the highest F_max?
A: C26H57N7O12

***

Q: Among the records above, which one has the highest highest occupied orbital energy?
A: C26H57N7O12

***

Q: Which of these has the highest F_max?
A: C26H57N7O12